Computed, not measured: a molecular structure, C4H12BCsO2S in a non-equilibrium geometry, with wB97M-V/def2-TZVPD.

## Properties
relative energy (zero: lowest compared OMol25 entry of this formula, charge and spin): 2.2 kcal per mole
frontier orbital gap: 7.9 eV
E_HOMO: -8.33 eV
E_LUMO: -0.404 eV

Each line ends with the Mulliken charge.
Atoms and positions in Å:
1 Cs -2.150 0.507 -3.555  0.996
2 B -1.239 2.725 -1.523  0.099
3 H -2.149 2.197 -1.035  -0.201
4 H -0.600 2.037 -2.174  -0.402
5 H -1.801 3.510 -2.172  -0.169
6 H -0.663 3.412 -0.779  -0.216
7 C 0.850 -1.628 1.787  -0.634
8 C -0.011 -0.362 1.753  -0.647
9 C 0.516 0.417 0.531  -0.312
10 S 0.802 -0.845 -0.759  0.993
11 O 2.203 -0.884 -1.168  -0.641
12 O -0.333 -0.922 -1.675  -0.597
13 C 0.726 -2.287 0.438  -0.730
14 H 0.465 -2.251 2.603  0.332
15 H 1.899 -1.454 2.031  0.313
16 H 0.122 0.121 2.718  0.355
17 H -1.043 -0.682 1.622  0.269
18 H 1.414 1.011 0.682  0.399
19 H -0.248 1.149 0.252  0.078
20 H 1.483 -3.003 0.131  0.384
21 H -0.244 -2.769 0.292  0.333